94
Properties=species:S:1:pos:R:3:forces:R:3:mulliken_charge:R:1 method="wB97M-V/def2-TZVPD" multiplicity=2 e_lumo_ev="-0.36 / -0.36" homo_lumo_gap_ev="4.65 / 5.37" de_lowest_kcal_mol=9.7 e_tot_ev=-104678.6585
Co 0.32091 0.85780 -0.16820 0.0 -0.1 0.6 -0.822
C -1.27288 -5.17340 -3.62765 0.0 0.0 0.0 -1.573
C -0.91743 -4.06325 -2.66875 0.0 0.0 0.0 0.744
C -0.67262 -4.33089 -1.32582 0.0 0.1 0.0 -1.282
C -0.35179 -3.32378 -0.38420 0.0 -0.1 -0.1 1.316
C -0.08866 -3.66119 0.94927 0.0 0.0 0.0 -1.325
N 0.10300 -2.75981 1.98125 0.1 -0.1 0.0 0.260
C 1.17023 -3.04371 2.92535 -0.1 0.0 -0.2 -1.213
C 2.56435 -3.03370 2.29155 0.1 -0.1 0.0 -0.873
C 2.83260 -1.78733 1.45185 -0.1 0.0 -0.1 0.200
N 4.26087 -1.72925 1.14117 0.2 0.3 0.1 0.022
C 5.04663 -0.66339 1.17566 -0.2 -0.2 0.0 -0.585
C 4.70587 0.68269 1.08901 -0.1 0.2 0.1 0.646
C 5.66561 1.62383 1.56356 -0.1 0.2 0.0 -0.887
C 5.45334 2.97212 1.53616 0.6 -0.3 0.3 0.343
C 6.46749 3.94754 2.08073 -0.1 0.0 -0.1 -1.622
C 4.23906 3.43322 0.99388 -0.7 -0.3 -0.4 -0.257
C 3.27275 2.59676 0.47386 0.5 0.4 0.4 0.120
C 2.09170 3.21701 -0.08285 -0.7 0.3 -0.4 -0.276
N 0.96694 2.69380 -0.40483 0.3 -0.1 0.3 0.439
C 0.00342 3.62155 -1.00789 0.0 0.1 -0.1 -1.199
C -0.78717 2.95925 -2.13499 0.0 0.0 0.0 0.040
C 0.04989 1.92512 -2.88599 -0.1 -0.1 0.0 -1.212
N 0.03538 0.67304 -2.13527 0.0 0.4 0.2 0.167
C -0.36887 -0.37114 -2.75812 0.1 -0.1 -0.1 -0.437
C -0.49594 -1.70140 -2.22092 0.0 0.0 -0.1 0.885
C -0.82640 -2.75331 -3.10649 0.1 0.1 0.1 -0.731
C -0.28526 -1.94752 -0.85368 0.1 0.1 0.1 -0.166
O -0.01844 -1.02119 0.00053 -0.2 -0.1 0.0 -0.306
C 3.49608 1.16296 0.41143 0.0 -0.7 -0.2 0.571
O 2.77451 0.40876 -0.25328 0.3 0.1 0.1 -0.643
H -1.25814 -6.14298 -3.12938 0.0 0.0 0.0 0.360
H -2.27068 -5.03174 -4.05256 0.0 0.0 0.0 0.250
H -0.57425 -5.21742 -4.46525 0.0 0.0 0.0 0.365
H -0.72838 -5.35664 -0.97162 0.0 0.0 0.0 0.289
H -0.05247 -4.71113 1.22779 0.0 0.0 0.0 0.341
H 0.10302 -1.80819 1.61331 -0.1 0.0 0.0 -0.557
H 1.11734 -2.30832 3.73134 0.0 0.0 0.0 0.333
H 0.99443 -4.02585 3.37278 0.0 0.0 0.0 0.413
H 3.31690 -3.11469 3.08337 0.0 0.0 0.0 0.485
H 2.66121 -3.91848 1.65253 0.0 0.0 0.0 0.428
H 2.24388 -1.78468 0.53687 0.0 0.1 0.0 0.061
H 2.56333 -0.87683 1.99170 0.1 0.0 0.0 -0.004
H 4.73165 -2.62026 1.12393 0.0 0.0 0.1 0.362
H 6.09900 -0.90099 1.31434 0.0 0.0 -0.1 0.421
H 6.58781 1.23728 1.98842 0.0 0.0 0.0 0.338
H 7.40142 3.44597 2.33310 0.0 0.0 0.0 0.370
H 6.69366 4.72823 1.35136 0.0 0.0 0.0 0.362
H 6.10064 4.44024 2.98420 0.0 0.0 0.0 0.312
H 4.05237 4.50383 0.97495 0.0 0.0 0.0 0.453
H 2.19226 4.29627 -0.24040 0.1 0.0 0.0 0.285
H -0.66796 3.98408 -0.22711 0.0 -0.1 0.0 0.199
H 0.54200 4.48837 -1.40477 0.0 0.0 0.0 0.529
H -1.66510 2.45087 -1.72893 0.0 0.0 0.0 -0.356
H -1.14063 3.73150 -2.82206 0.0 0.0 0.0 0.651
H -0.33882 1.77464 -3.89730 0.0 0.0 0.0 0.560
H 1.08519 2.26794 -2.96806 0.0 0.0 0.0 0.317
H -0.63228 -0.26742 -3.81622 0.0 0.0 0.0 0.108
H -1.00191 -2.51454 -4.15177 0.0 0.0 0.0 0.395
C -3.61848 4.46061 0.33228 0.0 0.1 0.0 -1.317
S -2.87977 2.99381 1.06203 0.0 -0.1 0.0 1.237
C -4.43105 2.13903 1.32864 0.0 0.0 0.1 -1.218
O -2.39203 3.40844 2.41400 0.0 0.0 0.0 -0.761
H -4.35477 4.87628 1.02016 0.0 0.0 0.0 0.469
H -4.07549 4.19582 -0.62231 0.0 0.0 0.0 0.357
H -2.81518 5.17844 0.17109 0.0 0.0 0.0 0.373
H -5.06284 2.76056 1.96412 0.0 0.0 0.0 0.530
H -4.18845 1.19635 1.81203 0.0 0.0 0.0 0.139
H -4.90076 1.93156 0.36793 0.0 0.0 0.0 0.331
C -1.42248 0.40047 3.49668 0.0 -0.1 -0.2 -1.271
O -1.08705 0.38742 2.10336 0.3 0.0 0.3 1.310
C -0.00487 1.04113 1.64251 0.0 -0.1 -0.9 1.351
C 0.77840 1.74901 2.70163 -0.2 0.4 0.2 -1.832
H -2.35847 -0.14824 3.57798 0.0 0.0 0.0 0.315
H -1.56775 1.42110 3.84482 0.0 0.0 0.0 0.332
H -0.65898 -0.11177 4.08559 -0.1 0.0 0.0 0.302
H 0.99683 1.08097 3.54356 0.1 0.0 -0.1 0.442
H 0.20486 2.59685 3.10255 0.0 -0.1 0.0 0.393
H 1.71449 2.12660 2.30524 0.0 0.0 0.0 0.237
N -4.32898 -2.37156 -4.42584 0.0 0.0 0.0 -0.288
C -4.01533 -1.24996 -3.72564 0.0 0.0 0.1 0.283
O -3.91628 -0.16669 -4.27502 0.0 0.0 0.0 -0.677
C -3.78222 -1.40978 -2.25417 0.0 0.0 -0.1 0.618
C -3.78751 -2.61885 -1.57626 0.0 -0.1 0.1 -0.423
C -3.45152 -2.63529 -0.23397 0.0 -0.1 0.0 -0.742
C -3.11032 -1.44134 0.38057 0.0 0.1 0.0 -0.260
N -3.12741 -0.26743 -0.24616 -0.2 0.1 -0.1 0.175
C -3.45935 -0.26609 -1.53271 0.1 0.0 0.1 -0.468
H -4.46068 -2.27847 -5.41741 0.0 0.0 0.0 0.254
H -4.38848 -3.27918 -4.00736 0.0 0.0 0.0 0.145
H -4.01012 -3.55611 -2.07173 0.0 0.0 0.0 0.213
H -3.40730 -3.56237 0.32060 0.0 0.0 0.0 0.398
H -2.77161 -1.42861 1.41094 0.0 0.0 0.0 0.163
H -3.44974 0.68704 -2.05059 0.0 0.0 0.0 0.476